Record 1
{
  "formula": "C3H10NOS",
  "method": "the ωB97M-V functional and the def2-TZVPD basis",
  "charge": -1,
  "lumo_ev": 3.60,
  "e_above_lowest_kcal_mol": 77.2,
  "species": ["C", "S", "C", "H", "H", "H", "H", "H", "H", "N", "C", "O", "H", "H", "H", "H"],
  "coordinates": [[2.6223, 0.2397, -0.1662], [2.4596, -0.6129, 1.4506], [0.4368, -0.8072, 1.4122], [1.5828, 0.0041, -0.5910], [3.3830, -0.2832, -0.8390], [2.9409, 1.3870, -0.0298], [0.1537, -0.2847, 2.3144], [0.0752, -0.3723, 0.4203], [0.3536, -1.9262, 1.4490], [-2.2239, -0.5220, -0.4572], [-1.5777, 0.7178, -1.0036], [-0.6216, 1.1745, -0.1481], [-2.7864, -0.3226, 0.3770], [-3.0206, -0.6803, -1.0803], [-1.2594, 0.7594, -2.0724], [-2.5181, 1.5289, -1.0359]],
  "mulliken_charge": [-0.4496, -0.2434, -0.3274, 0.0993, 0.2486, 0.1803, 0.2655, -0.1561, 0.2724, -0.6832, -0.3462, -0.8014, 0.1902, 0.3138, 0.2270, 0.2103]
}


Record 2
{
  "formula": "C16H44ClFeN4O4",
  "method": "the ωB97M-V functional and the def2-TZVPD basis",
  "charge": 1,
  "lumo_ev": [-1.88, -7.24],
  "e_above_lowest_kcal_mol": 0.0,
  "spin_multiplicity": 9,
  "s_squared": 20.011,
  "species": ["Fe", "Cl", "C", "C", "C", "O", "C", "N", "H", "H", "H", "H", "H", "H", "H", "H", "H", "H", "H", "C", "C", "C", "O", "C", "N", "H", "H", "H", "H", "H", "H", "H", "H", "H", "H", "H", "C", "C", "C", "O", "C", "N", "H", "H", "H", "H", "H", "H", "H", "H", "H", "H", "H", "C", "C", "C", "O", "C", "N", "H", "H", "H", "H", "H", "H", "H", "H", "H", "H", "H"],
  "coordinates": [[-1.0343, 1.6294, 2.3489], [-0.2803, 0.6264, 0.2716], [0.5620, -3.2874, 1.4825], [1.4243, -2.7543, 2.6041], [2.8830, -2.7284, 2.2122], [3.6157, -2.5928, 3.3564], [5.0022, -2.4035, 3.0893], [0.9948, -1.4190, 3.0018], [-0.4846, -3.2770, 1.8088], [0.8034, -4.3301, 1.2754], [0.6395, -2.6946, 0.5700], [1.3864, -3.4154, 3.4737], [3.1142, -1.9301, 1.4785], [3.0748, -3.6927, 1.6888], [5.1831, -1.4768, 2.5221], [5.4272, -3.2485, 2.5236], [5.5083, -2.3418, 4.0455], [1.0693, -0.7751, 2.1811], [1.6531, -1.0128, 3.6928], [1.4987, 0.9870, -4.9751], [1.2434, 0.9179, -3.5411], [2.1360, 1.8926, -2.8035], [3.4627, 1.4616, -2.8940], [4.3622, 2.3791, -2.3832], [-0.2048, 1.1802, -3.2630], [1.0308, 0.1653, -5.5261], [2.5757, 0.8320, -5.1485], [1.2364, 1.9463, -5.4220], [1.4849, -0.0895, -3.1941], [1.8305, 1.9296, -1.7447], [2.0190, 2.8852, -3.2750], [5.3653, 1.9447, -2.4186], [4.1394, 2.6386, -1.3345], [4.3934, 3.3107, -2.9759], [-0.4644, 2.0780, -3.6706], [-0.3506, 1.2375, -2.2526], [-3.4722, 4.8174, 4.4185], [-2.9982, 3.7867, 3.4198], [-2.3135, 4.4446, 2.2607], [-1.5540, 3.4549, 1.5047], [-0.9336, 3.9706, 0.3505], [-2.0864, 2.7486, 4.0253], [-2.6633, 5.5015, 4.7041], [-3.8295, 4.3358, 5.3264], [-4.2747, 5.4331, 4.0043], [-3.8724, 3.2267, 3.0772], [-1.6447, 5.2413, 2.6099], [-3.0837, 4.8656, 1.6065], [-1.6897, 4.0571, -0.4395], [-0.1726, 3.2715, 0.0483], [-0.5426, 4.9613, 0.5704], [-1.3865, 3.1796, 4.6413], [-2.6460, 2.1200, 4.6012], [-0.5980, -3.0082, -2.5619], [-2.0846, -2.5977, -2.2343], [-2.5615, -3.2968, -0.9811], [-2.5176, -4.7152, -1.1145], [-3.4873, -5.2661, -1.9347], [-2.2070, -1.1387, -2.1324], [-0.1776, -2.4046, -3.3538], [-0.5860, -4.0722, -2.8142], [0.0112, -2.8989, -1.6548], [-2.6997, -2.9243, -3.0844], [-3.5841, -2.9521, -0.7600], [-1.8917, -3.0565, -0.1510], [-4.4892, -4.9300, -1.6490], [-3.4351, -6.3455, -1.7955], [-3.2945, -5.0537, -2.9898], [-1.6575, -0.7174, -1.3404], [-1.8771, -0.6107, -2.9819]],
  "lowdin_spin": [5.7183, 0.4449, 0.0009, 0.0030, 0.0014, 0.0003, 0.0001, 0.0304, 0.0002, 0.0001, 0.0010, 0.0001, 0.0003, 0.0003, 0.0000, 0.0000, 0.0000, 0.0191, 0.0067, 0.0002, 0.0021, 0.0024, 0.0008, 0.0002, 0.0263, 0.0000, 0.0000, 0.0000, 0.0007, 0.0026, 0.0001, 0.0000, 0.0001, 0.0000, 0.0011, 0.0045, 0.0080, 0.0384, 0.0219, 0.2776, 0.0300, 0.2509, 0.0011, 0.0013, 0.0021, 0.0194, 0.0032, 0.0024, 0.0023, 0.0101, 0.0026, 0.0374, 0.0353, 0.1003, 0.0914, 0.0120, 0.0026, 0.0002, 0.7119, -0.0003, 0.0135, 0.0015, 0.0092, 0.0034, 0.0005, 0.0001, 0.0000, 0.0001, 0.0252, 0.0164]
}


Record 3
{
  "formula": "C22H26BrGeN2OReTe",
  "method": "the ωB97M-V functional and the def2-TZVPD basis",
  "charge": 1,
  "lumo_ev": [-3.86, -3.91],
  "e_above_lowest_kcal_mol": 4.0,
  "spin_multiplicity": 2,
  "s_squared": 0.761,
  "species": ["Re", "Br", "C", "C", "C", "C", "O", "C", "C", "N", "C", "C", "C", "C", "C", "C", "C", "C", "N", "C", "C", "H", "H", "H", "H", "H", "H", "H", "H", "H", "H", "C", "Ge", "C", "C", "C", "H", "H", "H", "H", "H", "H", "H", "H", "H", "H", "C", "Te", "C", "H", "H", "H", "H", "H", "H"],
  "coordinates": [[0.8231, -0.0823, 0.6603], [-2.1324, -1.0135, 7.3702], [-1.0499, -0.8426, 5.8348], [0.0838, -1.6496, 5.6892], [0.8830, -1.5305, 4.5750], [0.5694, -0.6256, 3.5556], [1.3991, -0.5194, 2.5206], [-0.5749, 0.1862, 3.7054], [-0.9462, 1.1963, 2.7574], [-0.5055, 1.2784, 1.5446], [-0.8847, 2.3461, 0.6784], [-1.9180, 3.2215, 0.8809], [-2.1723, 4.2632, -0.0353], [-1.3899, 4.4255, -1.1423], [-0.3306, 3.5222, -1.3924], [0.5069, 3.6126, -2.5275], [1.4944, 2.6891, -2.7186], [1.6386, 1.6469, -1.7898], [0.8804, 1.5306, -0.7178], [-0.0971, 2.4723, -0.4897], [-1.3630, 0.0745, 4.8686], [0.3351, -2.3624, 6.4628], [1.7735, -2.1343, 4.4643], [-1.6438, 1.9489, 3.1176], [-2.5614, 3.1291, 1.7450], [-2.9951, 4.9383, 0.1541], [-1.5727, 5.2310, -1.8412], [0.3519, 4.4159, -3.2369], [2.1510, 2.7287, -3.5753], [2.3776, 0.8703, -1.9308], [-2.2290, 0.7136, 4.9883], [-1.9212, 0.1192, -2.6968], [-1.0308, -1.4975, -2.0361], [-2.2802, -2.9883, -1.9583], [0.4329, -1.9077, -3.2605], [-0.5716, -0.9762, -0.1966], [-2.1773, 0.0116, -3.7514], [-1.2665, 0.9861, -2.5928], [-2.8377, 0.3105, -2.1376], [-2.5658, -3.2959, -2.9645], [-3.1821, -2.7030, -1.4168], [-1.8308, -3.8431, -1.4524], [0.0432, -1.8260, -4.2762], [0.7957, -2.9248, -3.1287], [1.2660, -1.2105, -3.1628], [-1.4883, -1.0449, 0.4139], [2.1534, -3.7024, -0.5373], [2.8943, -1.8412, 0.1662], [3.9922, -1.3891, -1.5968], [2.8992, -4.4601, -0.3165], [1.9836, -3.6341, -1.6061], [1.2238, -3.9236, -0.0195], [3.3445, -1.4024, -2.4698], [4.7793, -2.1306, -1.7073], [4.4433, -0.4070, -1.4709]],
  "lowdin_spin": [0.8031, -0.0002, -0.0005, 0.0022, 0.0002, 0.0071, 0.0531, 0.0019, 0.0042, -0.0036, 0.0011, 0.0007, -0.0006, 0.0003, 0.0001, 0.0086, -0.0002, 0.0129, 0.0078, 0.0020, 0.0012, 0.0001, 0.0001, 0.0000, 0.0001, 0.0000, 0.0000, 0.0005, -0.0002, 0.0004, 0.0001, -0.0029, 0.0205, 0.0092, 0.0030, 0.0330, -0.0003, 0.0000, 0.0001, 0.0014, 0.0003, 0.0000, 0.0004, 0.0000, 0.0004, 0.0224, 0.0077, 0.0035, -0.0008, -0.0001, 0.0003, 0.0001, -0.0002, -0.0004, 0.0000]
}


Record 4
{
  "formula": "CH5BO2",
  "method": "the ωB97M-V functional and the def2-TZVPD basis",
  "smiles": "CB(O)O",
  "lumo_ev": 0.32,
  "e_above_lowest_kcal_mol": 16.0,
  "species": ["C", "B", "O", "O", "H", "H", "H", "H", "H"],
  "coordinates": [[-1.2333, 0.0459, -0.0482], [0.3185, 0.0745, -0.1696], [1.0128, 1.1108, -0.6426], [0.9186, -0.9342, 0.4922], [-1.7210, 0.8970, 0.4507], [-1.3030, -0.7896, 0.6332], [-1.7788, -0.1618, -1.0236], [2.0133, 0.9095, -0.6584], [1.7729, -1.1520, 0.9663]],
  "mulliken_charge": [-0.7964, 0.5290, -0.5152, -0.5892, 0.2887, 0.2178, 0.2532, 0.2993, 0.3129]
}


Record 5
{
  "formula": "C2H12O5",
  "method": "the ωB97M-V functional and the def2-TZVPD basis",
  "smiles": "CC=O.O.O.O.O",
  "lumo_ev": 0.12,
  "e_above_lowest_kcal_mol": 47.1,
  "species": ["C", "C", "O", "H", "H", "H", "H", "O", "H", "H", "O", "H", "H", "O", "H", "H", "O", "H", "H"],
  "coordinates": [[-1.8872, -0.3347, 0.9834], [-0.8439, -1.4260, 0.7331], [0.2203, -1.5517, 1.3631], [-2.6568, -0.6704, 0.3202], [-1.5076, 0.5714, 0.5481], [-2.1896, -0.1915, 2.0734], [-1.1189, -2.0706, 0.0213], [1.9588, 2.3295, 0.2541], [1.4465, 2.7155, 0.8914], [1.9380, 1.4198, 0.4532], [2.3290, -0.3333, 0.2700], [3.2516, -0.6440, 0.1809], [1.8725, -1.0877, 0.4454], [-2.6439, 2.1259, -0.6197], [-1.9862, 2.9507, -0.3980], [-1.9947, 1.4832, -0.8168], [0.4852, -1.5884, -2.4439], [-0.3271, -1.0595, -2.6274], [0.8642, -0.7094, -1.9794]],
  "mulliken_charge": [-0.5449, 0.0512, -0.6038, 0.3130, -0.0736, 0.3132, 0.4996, -0.6151, 0.3109, 0.3665, -0.6163, 0.2681, 0.3083, -0.6384, 0.3535, 0.3102, -0.6387, 0.3162, 0.3201]
}


Record 6
{
  "formula": "C5H9NO",
  "method": "the ωB97M-V functional and the def2-TZVPD basis",
  "smiles": "N/C=C/CCC=O",
  "lumo_ev": 1.06,
  "e_above_lowest_kcal_mol": 57.2,
  "species": ["N", "C", "C", "C", "C", "C", "O", "H", "H", "H", "H", "H", "H", "H", "H", "H"],
  "coordinates": [[0.0831, -1.3727, 2.8869], [0.1234, -0.6046, 1.7360], [-0.2611, -0.8627, 0.4858], [0.4727, -0.1950, -0.6500], [-0.3537, 0.4508, -1.7876], [-0.3084, 1.9730, -1.7726], [0.6739, 2.5880, -1.4666], [0.7815, -1.1269, 3.5595], [-0.4464, -2.2170, 2.7942], [0.5525, 0.3731, 1.9219], [-1.0698, -1.4910, 0.1222], [1.2281, -0.8370, -1.1020], [1.0881, 0.5876, -0.1755], [-1.3943, 0.1715, -1.6182], [0.0470, 0.1190, -2.7440], [-1.2167, 2.4438, -2.1900]],
  "mulliken_charge": [-0.4617, -0.1514, -0.4491, -0.5762, -0.5243, -0.0035, -0.4709, 0.2237, 0.2104, 0.3346, 0.2945, 0.3421, 0.2624, 0.3435, 0.2956, 0.3304]
}